Record 1
100
Properties=species:S:1:pos:R:3:forces:R:3:lowdin_charge:R:1 method="wB97M-V/def2-TZVPD" charge=-1 spin_multiplicity=1
S 1.0929 0.6806 2.5012 0.21 0.08 -0.88 0.671
O 0.5293 2.0044 2.3037 -0.08 0.04 0.37 -0.409
O 2.8616 -1.6158 5.0741 -0.35 -0.11 -1.25 0.031
O 2.0160 0.2258 1.4843 0.18 -0.01 -0.01 -0.384
N -1.7268 7.5660 -6.5536 -0.08 0.04 0.03 0.136
N -2.0984 -1.8169 -3.8158 -0.07 -0.11 -0.09 0.152
N 3.2422 -2.2716 2.8844 0.16 0.47 0.97 -0.173
N 7.5975 -0.5647 3.1078 0.25 0.05 -0.14 0.158
N -5.0503 -1.9697 1.6005 -0.07 0.05 0.01 0.152
N -1.8072 -2.9465 3.0212 0.17 0.07 0.01 0.004
N 2.4259 7.2736 -0.9588 0.09 0.01 -0.01 0.146
N -2.2881 -6.8524 -1.8028 0.00 -0.08 0.10 0.161
C 6.9809 0.4793 5.4145 -0.19 0.13 0.15 -0.187
C 7.6907 2.8584 4.8431 -0.05 -0.02 -0.01 -0.114
C 0.9730 -2.4897 3.8467 0.21 0.05 0.22 -0.168
C -5.4887 -4.0595 -1.4875 0.04 0.04 -0.01 -0.103
C -4.2250 -8.9052 -4.3794 -0.04 0.03 0.04 -0.111
C -0.1908 -0.5093 2.7303 -0.13 -0.67 0.82 -0.337
C -4.7192 -7.4714 -4.2239 0.00 -0.21 -0.06 -0.263
C 4.4462 -1.4600 2.8914 0.09 -0.13 -0.50 -0.105
C -2.5451 -0.9847 -3.1639 0.13 0.17 0.05 -0.249
C -2.8472 -6.6877 -2.7909 0.02 0.08 -0.06 -0.245
C 0.5352 6.2752 -6.3905 0.10 -0.22 0.13 -0.199
C -4.3936 -2.6893 0.9928 -0.04 -0.06 -0.09 -0.260
C -3.0935 0.1081 -2.3597 -0.16 0.10 0.06 -0.186
C 7.3616 -0.0934 4.1262 -0.13 -0.11 0.10 -0.242
C 0.3347 4.8062 1.0923 -0.01 0.20 0.10 -0.106
C 1.4958 7.2884 -0.2868 -0.10 0.00 -0.05 -0.227
C -2.5853 1.9357 -4.0594 -0.05 -0.02 -0.02 -0.111
C 1.3998 7.5249 -4.3397 -0.06 -0.07 0.01 -0.108
C -3.5938 -3.5822 0.1557 0.22 0.01 -0.17 -0.180
C -0.7319 6.9989 -6.4819 0.08 0.01 -0.10 -0.244
C -0.0559 -1.3656 3.9889 -0.05 0.12 -0.22 -0.359
C 3.5063 -3.6658 2.6062 -0.63 -0.07 -0.41 -0.083
C -4.0676 -3.5382 -1.2973 -0.27 -0.29 -0.09 -0.260
C 0.3091 7.3034 0.5655 -0.08 0.05 0.31 -0.198
C 1.0486 6.1734 -4.9499 0.09 0.17 0.12 -0.259
C -3.6555 1.2386 -3.2267 0.10 0.15 -0.14 -0.259
C 0.3539 6.2235 1.6540 -0.03 -0.25 -0.07 -0.260
C -3.5808 -6.4649 -4.0347 -0.22 0.06 -0.10 -0.189
C 6.5553 1.9450 5.2910 0.11 0.19 -0.02 -0.258
C -1.4049 -2.0144 4.1530 0.26 0.04 -0.33 -0.305
C 2.4169 -2.0824 4.0240 0.28 0.09 0.82 -0.452
H 1.2183 4.6073 0.4840 0.00 -0.01 -0.02 0.079
H -3.6424 -4.5957 0.5566 -0.06 -0.01 0.02 0.123
H 8.5364 2.8000 5.5319 0.01 0.00 0.00 0.071
H -0.2495 -1.0807 1.7928 0.30 0.09 -0.33 0.089
H -3.5391 -8.9935 -5.2239 0.01 0.00 0.00 0.075
H 7.8174 0.3840 6.1094 0.06 -0.01 -0.04 0.116
H 5.7215 2.0254 4.5925 -0.03 -0.07 0.01 0.113
H -5.0620 -9.5813 -4.5541 0.01 -0.02 0.00 0.070
H -2.1597 -1.2299 4.1768 -0.22 0.06 0.25 0.084
H -1.8944 -3.8935 3.3607 -0.06 -0.11 -0.02 0.045
H 0.2262 8.2945 1.0161 0.05 0.03 -0.06 0.113
H -3.0185 2.7606 -4.6254 0.01 0.01 0.00 0.069
H 1.2742 6.7762 -7.0180 -0.04 0.07 -0.02 0.117
H -3.3840 -4.1334 -1.9020 0.13 0.05 0.08 0.081
H 5.3246 -1.9715 3.2847 0.02 -0.14 0.25 0.061
H 0.7782 -3.1848 4.6665 -0.09 -0.16 0.09 0.112
H 4.1023 -4.1495 3.3866 0.21 0.01 0.06 0.088
H -4.0013 -2.5179 -1.6619 0.02 0.08 -0.04 0.067
H -2.7027 -2.6758 2.6455 -0.16 -0.01 0.18 -0.005
H 0.8732 -3.0404 2.9020 -0.02 -0.06 -0.15 0.092
H -0.5126 6.3656 2.3029 0.00 0.08 -0.01 0.106
H -5.7657 -4.0402 -2.5435 -0.02 0.00 0.01 0.065
H -3.7049 -9.2442 -3.4826 0.03 0.02 0.00 0.073
H 0.3895 5.2764 -6.8054 -0.07 0.03 -0.04 0.115
H -2.8835 -6.5179 -4.8722 0.06 -0.02 0.03 0.123
H 2.1524 8.0423 -4.9387 -0.01 0.01 -0.01 0.076
H 1.9356 5.5384 -4.9507 -0.02 -0.05 -0.05 0.109
H 1.2409 6.3623 2.2749 0.01 0.07 -0.02 0.111
H -1.1138 0.0526 2.8417 -0.05 0.31 -0.11 0.080
H 4.0001 -3.7634 1.6442 0.24 0.01 -0.10 0.084
H -1.4464 -2.5913 5.0775 -0.05 0.02 0.20 0.083
H 0.3034 5.6733 -4.3294 -0.02 -0.04 -0.05 0.110
H 7.3560 3.8952 4.8089 0.02 0.01 -0.01 0.069
H 0.3166 4.0697 1.8923 0.02 0.02 -0.12 0.037
H 2.5594 -4.1920 2.5228 -0.06 -0.15 0.05 0.075
H 4.2903 -0.5466 3.4495 -0.09 0.09 0.13 0.069
H -6.2140 -3.4511 -0.9445 0.01 -0.02 0.03 0.070
H 4.6651 -1.1848 1.8621 0.11 0.04 -0.14 0.085
H -4.1308 1.9659 -2.5669 -0.01 -0.05 0.06 0.108
H -5.2825 -7.1843 -5.1136 0.01 0.07 0.01 0.107
H -2.3098 0.4887 -1.7021 0.07 -0.06 -0.02 0.130
H 6.1574 -0.1123 5.8195 -0.01 -0.08 -0.10 0.122
H -4.4355 0.8472 -3.8826 -0.02 -0.05 0.04 0.110
H -2.1262 1.2477 -4.7709 0.02 -0.02 0.03 0.070
H -5.4073 -7.4096 -3.3791 0.01 0.06 0.02 0.108
H 0.5207 8.1683 -4.2667 0.00 0.01 -0.05 0.072
H -5.5766 -5.0895 -1.1341 0.00 0.00 0.01 0.073
H 1.7944 0.6945 3.6633 -0.37 -0.15 0.22 0.071
H -0.5510 4.6491 0.4714 0.00 -0.01 -0.01 0.078
H -3.9792 -5.4486 -4.0194 0.07 0.03 0.06 0.107
H 6.1866 2.2751 6.2636 -0.03 -0.07 0.02 0.107
H -3.8781 -0.2912 -1.7147 0.03 -0.06 0.02 0.107
H -0.5745 7.1625 -0.0595 0.04 -0.02 -0.09 0.117
H 1.7996 7.3898 -3.3366 0.03 0.05 -0.01 0.029
H -1.7977 2.3413 -3.4222 0.01 -0.01 0.00 0.077
H -2.5479 -3.2755 0.2171 -0.01 0.04 0.15 0.118
H 8.0445 2.5906 3.8466 0.01 -0.03 0.00 0.071

Record 2
112
Properties=species:S:1:pos:R:3:forces:R:3:lowdin_charge:R:1 method="wB97M-V/def2-TZVPD" charge=-1 relative_energy_ev=0.793 spin_multiplicity=1
Nb -0.3805 1.3210 0.7395 -0.21 -0.39 3.50 1.874
F -2.7436 -2.4754 -8.1186 0.28 0.38 -0.01 0.081
F -0.2783 -0.7038 -6.5236 -0.43 -0.25 0.28 0.137
F -1.6756 -3.0200 -6.0071 -0.21 0.21 0.05 0.115
F -2.6013 -0.2929 -7.7381 0.22 -0.34 -0.12 0.109
F -1.0399 1.5102 -5.8207 -0.08 -0.44 0.13 0.123
F -0.4184 -1.4457 -4.4855 -0.42 0.30 -0.19 0.138
F -2.1033 -2.5607 -0.9359 0.03 -0.17 -0.04 -0.124
F -2.9717 0.6820 -5.2478 0.20 -0.21 -0.09 0.096
F -3.1654 -1.9317 -4.8546 0.19 0.29 -0.62 0.132
O -2.9896 1.2813 2.5601 0.42 0.07 0.18 -0.272
O 1.5467 -0.0150 -1.7292 -0.31 -0.16 -0.02 0.036
O -6.9478 -5.8573 -5.6658 -0.10 0.06 -0.12 0.085
O 3.4167 1.4821 6.2141 -0.24 0.02 -0.01 0.182
O -9.1214 -5.5907 -5.1329 -0.16 -0.06 0.05 0.167
O 0.2503 0.2985 2.3639 -0.76 0.07 -1.99 -0.365
O -1.3381 2.2881 -3.3784 0.46 -0.16 -0.21 -0.122
O -8.0205 -4.0104 -6.3015 0.09 0.02 0.04 0.062
O 4.6315 -0.3462 6.7939 0.32 0.64 0.20 0.038
O 5.4526 1.7142 7.1296 -0.08 -0.10 0.02 0.083
N 5.4761 2.9611 -1.6821 -0.46 0.19 -0.10 -0.016
N 2.7865 0.5106 0.2556 -0.08 -0.38 -0.21 0.096
C 2.8885 4.5940 0.6733 -0.11 -0.42 0.16 -0.209
C -2.9710 -1.4802 -7.2240 -1.12 -0.12 0.49 -0.282
C -2.0917 2.2576 1.9872 -0.67 0.44 -0.85 -0.309
C 1.5498 3.9198 0.2750 0.45 0.47 0.59 -0.302
C -0.6009 -2.4242 4.7250 0.36 0.38 -0.05 -0.067
C 4.1579 3.9176 0.1419 0.10 0.94 0.02 -0.228
C 1.7615 -2.0563 3.8672 0.49 0.27 0.21 -0.361
C -4.3426 1.6466 2.5163 -0.09 -0.33 -0.11 -0.316
C -1.7843 -0.3729 0.0281 0.42 0.12 -0.70 -0.292
C -6.0694 -5.1809 -6.5835 0.39 0.10 0.06 -0.328
C 0.3570 -1.4434 4.0327 -0.47 -0.30 -0.16 -0.328
C -6.6274 -3.7765 -6.5424 -0.07 0.10 -0.10 -0.099
C 4.1839 3.6205 -1.3389 0.24 -1.07 -0.13 -0.294
C 7.7730 1.2676 7.6828 -0.04 0.31 -0.08 -0.025
C 6.0185 -0.4867 7.1274 -0.12 -0.39 0.04 -0.098
C -4.6283 -5.2980 -6.1593 0.06 -0.30 0.28 -0.015
C 0.9572 3.0578 1.4074 -0.06 -0.24 -1.17 -0.320
C 4.3945 0.9964 6.6628 0.12 -0.10 0.09 -0.543
C 2.8984 -1.1115 4.3470 -0.16 -0.87 -0.57 -0.049
C -5.0284 1.2358 1.2130 -0.20 0.22 0.20 -0.075
C -1.3368 0.9046 -3.5495 -0.69 0.02 0.28 -0.127
C -8.1299 -5.1942 -5.6466 0.12 -0.01 -0.03 -0.565
C -1.6179 0.5822 -5.0131 0.28 0.87 0.11 -0.363
C -1.1627 -1.4974 -0.7363 -0.48 0.02 0.02 -0.300
C -0.4389 2.6868 -2.3175 -0.59 0.74 -0.37 -0.270
C -0.2993 -0.9511 2.7408 0.14 0.05 1.18 -0.294
C 2.0903 -2.6041 2.4777 0.03 -0.45 0.23 -0.069
C -2.2704 -1.7991 -5.8681 0.95 -0.82 -0.11 -0.348
C -1.1217 2.6179 -0.9517 0.34 -0.28 0.08 -0.311
C 6.3376 0.8206 7.8105 0.35 0.01 -0.02 -0.343
C -1.1276 -0.8305 -5.4675 0.28 0.03 0.00 -0.329
B 1.4623 0.4881 -0.4482 0.74 0.11 -0.84 -0.655
H 3.3849 2.9276 -1.6132 -0.30 0.13 0.07 0.087
H 0.3831 3.7129 2.0647 -0.07 -0.05 0.21 0.036
H -6.2126 -5.6289 -7.5710 -0.08 0.04 -0.01 0.157
H -2.6870 2.9130 1.3351 -0.01 0.08 -0.06 0.035
H 2.8697 -3.3611 2.5773 0.18 0.02 -0.02 0.077
H 6.0399 0.7920 8.8631 -0.05 -0.06 -0.01 0.157
H -4.9750 2.0249 0.4669 0.08 0.01 -0.18 0.064
H 5.3749 2.6260 -2.6348 0.22 0.08 -0.13 0.052
H 1.2481 -3.1164 2.0185 -0.11 0.01 -0.12 0.072
H -3.9868 -4.6550 -6.7630 -0.05 0.01 -0.06 0.077
H 4.0395 4.5092 -1.9490 0.15 0.24 0.06 0.115
H -4.0490 -1.4648 -7.0452 -0.02 0.17 0.04 0.162
H -6.2224 -3.1878 -5.7151 0.07 -0.07 0.03 0.139
H -4.5923 0.3308 0.8030 0.14 -0.12 0.03 0.061
H 6.1635 -1.3460 7.7785 -0.15 -0.05 -0.04 0.137
H 2.3936 -0.4657 -1.8410 0.30 0.14 -0.05 0.082
H -6.0793 1.0350 1.4221 -0.15 0.05 -0.13 0.063
H 7.9400 2.1859 8.2451 0.01 -0.03 0.04 0.084
H -2.4717 0.1338 -0.6556 -0.16 0.07 0.01 0.025
H -4.5064 -5.0299 -5.1094 -0.06 0.15 -0.03 0.099
H 0.4865 2.1281 -2.4515 0.02 -0.21 0.26 0.080
H 4.9869 4.6045 0.3280 0.17 -0.04 0.10 0.106
H 5.4820 2.1006 -1.1414 0.19 -0.02 0.12 0.052
H -0.2248 -2.6335 5.7252 0.02 -0.29 0.05 0.073
H -0.6960 -3.3461 4.1543 -0.08 -0.18 0.03 0.081
H -4.4596 2.7229 2.6706 0.02 0.11 0.11 0.107
H -1.7129 2.9214 2.7727 0.11 -0.12 0.23 0.039
H 2.9514 4.5451 1.7601 -0.01 0.14 0.15 0.097
H -0.4230 0.4319 -3.1926 0.22 0.09 -0.17 0.111
H 0.4226 -0.5797 4.6928 0.09 0.19 -0.02 0.134
H -0.2110 3.7235 -2.5658 0.09 0.11 0.01 0.110
H 1.7698 2.6294 2.0002 0.01 -0.13 0.13 0.036
H 2.5263 -0.1589 4.6892 0.04 0.26 0.01 0.058
H 6.5830 -0.6335 6.2029 0.08 0.10 0.03 0.142
H 4.4023 3.0306 0.7278 -0.13 -0.28 -0.09 0.100
H -0.8858 -1.1846 -1.7377 0.24 0.01 -0.06 0.066
H -4.2795 -6.3249 -6.2651 0.01 0.01 -0.08 0.088
H -2.1632 2.3325 -1.1130 -0.12 -0.09 -0.09 0.040
H 2.6787 0.2096 1.2186 -0.04 0.25 0.15 0.021
H -6.4897 -3.2335 -7.4748 -0.17 -0.01 -0.03 0.135
H 1.8136 -2.9151 4.5392 -0.23 -0.12 0.06 0.114
H -0.2248 -1.7167 1.9690 0.13 0.12 -0.26 0.090
H 0.8571 4.7240 0.0331 -0.25 -0.07 -0.13 0.093
H -1.3631 -0.8459 2.9543 -0.15 0.26 -0.10 0.101
H 3.4525 -1.5931 5.1422 0.03 0.08 0.29 0.056
H 2.4794 -1.8497 1.8006 -0.20 0.18 -0.14 0.059
H -2.4037 -0.7465 0.8431 0.23 -0.01 0.36 0.040
H 8.0161 1.4777 6.6410 -0.02 -0.12 -0.03 0.093
H -4.8362 1.1374 3.3461 0.03 -0.08 0.12 0.106
H 3.0548 1.4899 0.3102 0.15 0.00 0.09 0.014
H 3.6189 -0.9884 3.5381 0.04 0.39 -0.08 0.073
H 8.4504 0.5018 8.0617 -0.03 -0.03 0.02 0.088
H -2.1717 0.4730 -2.9831 0.04 -0.33 0.03 0.141
H -0.2993 -1.9623 -0.2631 0.05 -0.09 0.13 0.085
H 2.8968 5.6596 0.4415 0.03 0.05 -0.35 0.098
H -1.5771 -1.9594 4.8386 -0.20 -0.08 -0.04 0.073
H 1.6877 3.3544 -0.6438 -0.05 -0.07 -0.10 0.051
H -1.1959 3.6314 -0.5504 0.06 0.10 0.13 0.036

Listing gap between HOMO and LUMO for the structures above in their given order: 4.6 6.2 eV.
Listing max |F| for the structures above in their given order: 1.30 3.53 eV/A.